Run P
{
  "formula": "C4H8N2",
  "method": "the ωB97M-V functional and the def2-TZVPD basis",
  "species": ["C", "C", "C", "C", "N", "N", "H", "H", "H", "H", "H", "H", "H", "H"],
  "coordinates": [[0.0237, 1.8583, 0.1243], [-0.6908, 0.0621, -0.0419], [-1.5065, -1.0818, 0.0350], [1.9304, -0.0250, -0.0001], [-1.1997, 1.4233, 0.0566], [0.5644, 0.4910, -0.1375], [0.3017, 2.9541, 0.4242], [-0.9886, -2.0455, 0.1928], [-2.2263, -1.2735, -0.8239], [-2.1576, -0.8297, 0.9096], [2.2490, -0.6381, -0.9273], [2.0543, -0.6434, 0.9116], [2.6617, 0.6843, 0.1708], [-2.1652, 1.7249, -0.3038]],
  "orbital_gap_ev": 8.83,
  "charge": 2
}

Run Q
{
  "formula": "C4H8N2",
  "method": "the ωB97M-V functional and the def2-TZVPD basis",
  "species": ["C", "C", "C", "C", "N", "N", "H", "H", "H", "H", "H", "H", "H", "H"],
  "coordinates": [[1.8675, 1.4191, -0.6928], [0.3513, -0.3792, 0.2143], [0.6663, 2.0337, -1.2685], [-1.3775, -1.8684, 0.9686], [0.8015, 0.7973, -0.3942], [-0.8947, -0.6310, 0.3788], [2.9207, 1.3859, -0.3976], [1.0620, -0.9049, 0.7734], [0.2671, 2.9950, -0.8249], [0.5816, 1.8742, -2.3577], [-0.9526, -2.7877, 0.6224], [-2.5261, -1.9337, 0.8593], [-1.2159, -2.0610, 2.0319], [-1.5512, 0.0607, 0.0869]],
  "orbital_gap_ev": 9.62,
  "charge": 2
}

Which of them is the most stable? Correct choice: run Q.

Run P
{
  "formula": "C2H4N4O",
  "method": "the ωB97M-V functional and the def2-TZVPD basis",
  "species": ["N", "C", "N", "N", "C", "O", "N", "H", "H", "H", "H"],
  "coordinates": [[2.0989, 0.3368, -0.0215], [0.7674, 0.1091, 0.0028], [0.2460, -0.9289, 0.6612], [-1.1464, -0.7671, 0.3327], [-1.2679, 0.5950, -0.3609], [-2.4162, 0.9882, -0.2951], [-0.0500, 1.0113, -0.6278], [2.7388, -0.3714, 0.2995], [2.4382, 1.0356, -0.6643], [-1.4448, -1.5526, -0.2470], [-1.9639, -0.4559, 0.9204]],
  "orbital_gap_ev": 10.00
}

Run Q
{
  "formula": "C2H4N4O",
  "method": "the ωB97M-V functional and the def2-TZVPD basis",
  "species": ["C", "C", "H", "H", "H", "H", "N", "N", "N", "N", "O"],
  "coordinates": [[-0.3730, -1.3293, -0.0145], [-0.0147, 1.5443, 0.0085], [1.5046, -1.3342, -0.3124], [1.8264, 0.9601, -0.5587], [0.3971, 2.5711, 0.4271], [-2.2501, -0.7220, 0.3852], [0.8573, -0.7240, 0.0551], [0.8619, 0.7073, -0.6520], [-1.1477, 1.1142, 0.4460], [-1.2782, -0.2316, 0.1320], [-0.3837, -2.5560, 0.0838]],
  "orbital_gap_ev": 9.70
}

Which of them is the most stable? Correct choice: run P.

Run P
{
  "formula": "C2H4N4O",
  "method": "the ωB97M-V functional and the def2-TZVPD basis",
  "species": ["N", "C", "N", "N", "C", "O", "N", "H", "H", "H", "H"],
  "coordinates": [[-0.0192, 0.3325, 2.1502], [-0.6225, -0.1200, 1.0455], [-1.7022, -0.2606, 0.4225], [0.7730, 0.9682, -0.9891], [0.2692, -0.1836, -1.1270], [0.2292, -0.8870, -2.2710], [-0.2926, -0.9201, -0.0430], [-0.5105, 1.0402, 2.6775], [0.9831, 0.4408, 2.0973], [1.1192, 1.3106, -1.8848], [-0.2266, -1.7211, -2.0782]],
  "orbital_gap_ev": 10.28
}

Run Q
{
  "formula": "C2H4N4O",
  "method": "the ωB97M-V functional and the def2-TZVPD basis",
  "species": ["C", "C", "H", "H", "H", "H", "N", "N", "N", "N", "O"],
  "coordinates": [[-1.2361, 1.5338, -1.2859], [0.5165, -0.4870, 0.7510], [-0.6065, 2.5045, -1.0288], [-1.1829, 1.2066, -2.3270], [-2.3014, 1.5745, -0.9672], [1.5766, -1.5339, 2.0359], [-0.5471, 0.5457, -0.5501], [-0.2202, -0.5822, -1.2205], [0.5519, -1.2525, -0.3673], [-0.1200, 0.6358, 0.6735], [1.1474, -0.6825, 1.9684]],
  "orbital_gap_ev": 10.64
}

Which of them is the most stable? Correct choice: run Q.

Run P
{
  "formula": "C2H4N4O",
  "method": "the ωB97M-V functional and the def2-TZVPD basis",
  "species": ["N", "C", "N", "N", "C", "O", "N", "H", "H", "H", "H"],
  "coordinates": [[2.1904, 0.2848, 0.2982], [0.8586, 0.0173, 0.0410], [0.4712, -1.1941, -0.2989], [-0.8909, -1.0581, -0.3000], [-1.2155, 0.1963, 0.0196], [-2.5066, 0.5299, 0.1088], [-0.1456, 0.9344, 0.2261], [2.7744, -0.4954, 0.0261], [2.5385, 1.1703, -0.0390], [-1.5004, -1.8473, -0.4367], [-2.5740, 1.4618, 0.3548]],
  "orbital_gap_ev": 9.26
}

Run Q
{
  "formula": "C2H4N4O",
  "method": "the ωB97M-V functional and the def2-TZVPD basis",
  "species": ["N", "C", "N", "N", "C", "O", "N", "H", "H", "H", "H"],
  "coordinates": [[2.2329, 0.2360, 0.2796], [0.8947, 0.1464, -0.0888], [0.4852, -1.0558, -0.4315], [-0.8628, -0.9276, -0.3775], [-1.2003, 0.3069, -0.0029], [-2.5139, 0.3805, 0.3273], [-0.1178, 1.0734, 0.1127], [2.6731, -0.6648, 0.1271], [2.8314, 1.0130, 0.0520], [-1.4551, -1.7352, -0.3045], [-2.9674, 1.2272, 0.3065]],
  "orbital_gap_ev": 9.10
}

Which of them is the most stable? Correct choice: run P.

Run P
{
  "formula": "C2H4N4O",
  "method": "the ωB97M-V functional and the def2-TZVPD basis",
  "species": ["C", "C", "H", "H", "H", "H", "N", "N", "N", "N", "O"],
  "coordinates": [[-2.3677, 0.3232, 0.0566], [-0.2474, -0.3679, -0.1094], [-3.4643, 0.0164, -0.1397], [-2.1082, 1.1525, -0.6350], [-2.4048, 0.7574, 1.1403], [-0.1241, 1.8599, 0.2104], [-1.4496, -0.7529, 0.0457], [0.3048, 0.9263, -0.2567], [1.6595, 0.8994, 0.1281], [1.9599, -0.3178, 0.1057], [0.8087, -1.1004, -0.0524]],
  "orbital_gap_ev": 9.99
}

Run Q
{
  "formula": "C2H4N4O",
  "method": "the ωB97M-V functional and the def2-TZVPD basis",
  "species": ["C", "C", "H", "H", "H", "H", "N", "N", "N", "N", "O"],
  "coordinates": [[1.1406, -0.7964, -0.0688], [-0.7063, 0.8413, 0.1178], [1.3992, -1.8426, -0.5129], [1.7189, -0.8048, 0.9488], [1.6240, 0.4385, -0.6044], [1.0033, 1.6010, 0.2199], [-0.2717, -0.4480, 0.1324], [-1.4687, -1.1656, -0.0227], [-2.4594, -0.4305, -0.1248], [0.1297, 1.7566, -0.1427], [-2.1096, 0.8505, 0.0574]],
  "orbital_gap_ev": 10.16
}

Run R
{
  "formula": "C2H4N4O",
  "method": "the ωB97M-V functional and the def2-TZVPD basis",
  "species": ["C", "C", "H", "H", "H", "H", "N", "N", "N", "N", "O"],
  "coordinates": [[-0.1523, -1.0399, -0.6310], [-0.6196, 0.9403, -0.1688], [0.4810, -1.7910, 1.5192], [0.0487, -2.1594, -0.6804], [-1.8297, 2.1033, -0.9623], [1.4145, 1.2599, 0.2624], [0.9931, -0.5856, -0.0570], [-1.0900, -0.1247, -0.9523], [-1.3161, 2.0373, 0.0187], [0.6514, 0.6819, 0.5197], [1.4190, -1.3222, 1.1319]],
  "orbital_gap_ev": 8.81
}

Run S
{
  "formula": "C2H4N4O",
  "method": "the ωB97M-V functional and the def2-TZVPD basis",
  "species": ["C", "C", "H", "H", "H", "H", "N", "N", "N", "N", "O"],
  "coordinates": [[0.8963, -0.1598, -0.1235], [-1.2980, -0.2415, -0.0441], [2.6376, 0.2575, 0.3704], [2.4110, -1.4060, -0.0210], [-2.6943, -1.3223, 0.0058], [-1.2367, 2.1939, 0.3963], [2.1887, -0.4076, -0.3140], [-0.1734, -0.9708, 0.2287], [-2.5342, -0.3663, -0.3239], [-0.8252, 1.2150, -0.0563], [0.6281, 1.2079, -0.1184]],
  "orbital_gap_ev": 9.20
}

Which of them is the most stable? Correct choice: run S.

Run P
{
  "formula": "CH9NO5",
  "method": "the ωB97M-V functional and the def2-TZVPD basis",
  "species": ["N", "C", "O", "O", "H", "H", "H", "H", "H", "O", "H", "H", "O", "H", "H", "O"],
  "coordinates": [[0.0935, -0.2198, -2.6918], [-1.1249, -0.4065, -2.1719], [-1.2246, -0.6477, -0.7962], [-2.1342, -0.3706, -2.7917], [0.9073, 0.1758, -2.2154], [0.3155, -0.4905, -3.6825], [-2.0491, -0.5019, -0.5179], [-0.0009, 1.1063, 3.2553], [-0.7933, 2.3169, 2.4125], [-0.0541, 1.7388, 2.4923], [0.5116, -1.9373, 3.0692], [0.4242, -1.2839, 1.6657], [0.9933, -1.4634, 2.3745], [1.9163, 0.2139, 0.1245], [0.6899, 0.9360, -0.0244], [1.5295, 0.8338, -0.5022]],
  "orbital_gap_ev": 10.31
}

Run Q
{
  "formula": "CH9NO5",
  "method": "the ωB97M-V functional and the def2-TZVPD basis",
  "species": ["N", "C", "O", "O", "H", "H", "H", "H", "H", "O", "H", "H", "O", "H", "H", "O"],
  "coordinates": [[-0.5902, 0.8199, -1.6930], [-1.7077, 1.0531, -1.0052], [-1.6427, 0.5459, 0.2750], [-2.6959, 1.6199, -1.3961], [0.1091, 0.1914, -1.3222], [-0.6271, 1.1358, -2.6418], [-2.5740, 0.6538, 0.5566], [0.8079, -1.9262, 2.3782], [1.1427, -0.5133, 1.8673], [1.3725, -1.4491, 1.7755], [-0.0548, 0.8696, 1.3115], [1.3756, 1.0640, 0.8269], [0.8744, 0.7033, 1.5561], [1.7682, -2.0675, -1.3390], [1.1887, -1.3868, -0.0941], [1.2536, -1.3139, -1.0556]],
  "orbital_gap_ev": 11.10
}

Which of them is the most stable? Correct choice: run Q.